# 1
{
  "formula": "C7H10O",
  "method": "ωB97M-V/def2-TZVPD",
  "elements": ["C", "C", "C", "C", "C", "C", "C", "H", "H", "H", "H", "H", "H", "H", "H", "H", "H", "O"],
  "xyz": [[-1.183, -1.883, 0.624], [0.187, -0.040, -0.586], [1.060, -0.158, -1.844], [0.999, 0.130, 0.697], [0.701, 1.067, 1.575], [-0.544, 1.774, 0.966], [-0.744, 1.228, -0.346], [-0.188, -2.951, 1.185], [-1.550, -0.780, 1.409], [-2.067, -2.498, 0.008], [1.912, 0.599, -1.884], [0.225, 0.172, -2.796], [1.619, -1.135, -2.331], [2.080, -0.292, 0.538], [1.654, 1.695, 1.977], [-1.046, 2.630, 1.379], [-1.381, 1.121, -1.393], [-0.513, -1.407, -0.577]],
  "nbo_charge": [-0.28, 0.14, -0.63, -0.15, -0.28, -0.21, -0.23, 0.16, 0.22, 0.22, 0.23, 0.21, 0.26, 0.21, 0.25, 0.23, 0.25, -0.59],
  "charge": 0,
  "relative_energy_kj_mol": 859.7,
  "e_lumo_ha": 0.003,
  "homo_ha": -0.3294,
  "fmax_ev_per_a": 5.2
}

# 2
{
  "formula": "C23H23PSbSn",
  "method": "ωB97M-V/def2-TZVPD",
  "elements": ["C", "C", "C", "C", "C", "Sn", "P", "H", "H", "H", "H", "H", "H", "H", "H", "C", "C", "C", "C", "C", "C", "Sb", "C", "C", "C", "C", "C", "C", "C", "C", "C", "C", "C", "C", "H", "H", "H", "H", "H", "H", "H", "H", "H", "H", "H", "H", "H", "H", "H"],
  "xyz": [[0.995, 0.068, -3.816], [0.426, 0.039, -5.126], [-0.455, -1.088, -5.217], [-0.054, -1.850, -4.124], [0.627, -1.114, -3.166], [-1.717, 0.009, -3.877], [-0.107, 2.667, -1.899], [1.711, 0.945, -3.613], [0.470, 0.820, -5.864], [-1.273, -1.266, -5.936], [0.939, -1.601, -2.183], [-0.487, -2.891, -3.897], [-0.747, 3.594, -1.066], [0.156, 3.696, -2.906], [1.191, 2.935, -1.319], [-0.863, 3.443, 3.661], [0.355, 3.393, 2.972], [0.623, 2.383, 2.048], [-0.346, 1.443, 1.738], [-1.555, 1.446, 2.425], [-1.815, 2.443, 3.376], [-0.055, 0.105, 0.025], [1.906, -0.534, 0.750], [2.948, -0.537, -0.172], [4.269, -0.650, 0.289], [4.539, -0.852, 1.655], [3.463, -0.908, 2.553], [2.148, -0.763, 2.101], [-1.700, -1.271, 0.511], [-1.459, -2.496, 1.119], [-2.505, -3.393, 1.331], [-3.816, -3.091, 0.950], [-4.052, -1.838, 0.350], [-2.999, -0.927, 0.145], [-1.081, 4.238, 4.411], [1.089, 4.162, 3.184], [1.590, 2.364, 1.563], [-2.318, 0.695, 2.234], [-2.769, 2.457, 3.918], [2.756, -0.430, -1.241], [5.104, -0.579, -0.416], [5.585, -0.970, 1.998], [3.681, -1.054, 3.613], [1.342, -0.809, 2.819], [-0.457, -2.756, 1.431], [-2.325, -4.356, 1.807], [-4.655, -3.798, 1.106], [-5.074, -1.572, 0.056], [-3.231, 0.048, -0.302]],
  "nbo_charge": [-0.35, -0.31, -0.57, -0.28, -0.37, -0.16, 0.02, 0.22, 0.22, 0.28, 0.22, 0.22, -0.02, -0.02, -0.04, -0.23, -0.21, -0.27, -0.26, -0.28, -0.21, 1.18, -0.40, -0.23, -0.21, -0.22, -0.24, -0.16, -0.36, -0.19, -0.24, -0.22, -0.21, -0.24, 0.21, 0.20, 0.21, 0.22, 0.20, 0.23, 0.21, 0.21, 0.20, 0.20, 0.20, 0.20, 0.21, 0.21, 0.23],
  "charge": -1,
  "e_lumo_ha": [0.098, 0.098],
  "homo_ha": [-0.0183, -0.0213],
  "fmax_ev_per_a": 5.3
}

# 3
{
  "formula": "C34H23F10N2O5S2SbSrTe",
  "method": "ωB97M-V/def2-TZVPD",
  "elements": ["Sr", "O", "S", "O", "O", "O", "C", "C", "C", "C", "N", "C", "C", "C", "C", "C", "C", "N", "H", "H", "H", "H", "H", "H", "H", "H", "S", "Sb", "C", "C", "C", "C", "C", "C", "C", "C", "C", "C", "C", "C", "C", "C", "C", "C", "C", "C", "H", "H", "H", "H", "H", "H", "H", "H", "H", "H", "H", "H", "H", "H", "H", "F", "Te", "F", "F", "F", "F", "O", "F", "C", "C", "C", "F", "C", "F", "C", "F", "C", "F"],
  "xyz": [[-0.246, -1.618, 2.334], [-1.590, 2.350, 1.702], [-0.911, 1.217, 2.291], [0.028, 1.761, 3.413], [-0.003, 0.550, 1.318], [-1.796, 0.212, 2.863], [3.286, -1.418, -1.085], [2.965, -2.227, -2.160], [1.715, -2.821, -2.209], [0.819, -2.565, -1.178], [1.143, -1.815, -0.128], [2.348, -1.257, -0.071], [-0.571, -3.103, -1.175], [-1.230, -3.434, -2.354], [-2.535, -3.890, -2.283], [-3.136, -4.011, -1.042], [-2.400, -3.662, 0.083], [-1.152, -3.216, 0.019], [4.250, -0.932, -1.012], [3.680, -2.394, -2.957], [1.442, -3.473, -3.028], [2.559, -0.706, 0.840], [-0.743, -3.297, -3.310], [-3.079, -4.133, -3.187], [-4.156, -4.354, -0.937], [-2.820, -3.739, 1.079], [-2.276, 0.352, -1.060], [-0.653, 1.927, -1.086], [0.626, 3.167, 0.069], [0.244, 4.478, 0.328], [1.057, 5.289, 1.103], [2.237, 4.786, 1.637], [2.606, 3.474, 1.392], [1.801, 2.663, 0.603], [-1.483, 3.515, -2.272], [-2.853, 3.550, -2.500], [-3.409, 4.555, -3.283], [-2.596, 5.524, -3.853], [-1.224, 5.489, -3.637], [-0.673, 4.491, -2.845], [0.790, 1.236, -2.517], [0.421, 0.184, -3.348], [1.245, -0.207, -4.395], [2.452, 0.443, -4.613], [2.834, 1.483, -3.778], [2.004, 1.882, -2.737], [-0.698, 4.859, -0.045], [0.749, 6.305, 1.322], [2.850, 5.408, 2.278], [3.485, 3.053, 1.860], [2.063, 1.622, 0.468], [-3.476, 2.776, -2.065], [-4.480, 4.579, -3.447], [-3.029, 6.306, -4.466], [-0.584, 6.242, -4.081], [0.397, 4.482, -2.668], [-0.523, -0.320, -3.165], [0.948, -1.028, -5.037], [3.098, 0.134, -5.427], [3.780, 1.989, -3.935], [2.312, 2.697, -2.093], [3.010, -0.172, 5.022], [1.470, 0.543, 4.251], [0.911, 1.114, 5.985], [2.330, 2.232, 4.504], [2.027, -1.526, 2.758], [2.390, 0.858, 2.629], [0.298, -0.799, 4.491], [-3.510, -3.194, 3.457], [-2.591, -4.121, 3.890], [-1.337, -4.144, 3.338], [-0.529, -5.136, 3.840], [0.742, -5.294, 3.365], [-0.908, -6.041, 4.817], [-0.076, -7.005, 5.276], [-2.188, -5.963, 5.335], [-2.596, -6.841, 6.277], [-3.050, -4.991, 4.866], [-4.306, -4.931, 5.367]],
  "lowdin_charge": [1.45, -0.34, 0.26, -0.45, -0.59, -0.42, -0.04, -0.08, -0.04, -0.22, 0.10, -0.11, -0.23, -0.03, -0.08, -0.06, -0.11, 0.10, 0.10, 0.10, 0.10, 0.08, 0.10, 0.10, 0.10, 0.09, 0.05, 1.29, -0.34, -0.12, -0.09, -0.08, -0.07, -0.13, -0.33, -0.13, -0.10, -0.11, -0.10, -0.13, -0.31, -0.14, -0.11, -0.11, -0.10, -0.12, 0.10, 0.09, 0.10, 0.11, 0.09, 0.06, 0.09, 0.09, 0.09, 0.10, 0.05, 0.10, 0.09, 0.09, 0.09, -0.38, 1.84, -0.42, -0.40, -0.66, -0.39, -0.70, 0.02, -0.28, -0.02, -0.27, 0.03, -0.16, 0.07, -0.16, 0.07, -0.17, 0.07],
  "charge": -2,
  "relative_energy_kj_mol": 212.5,
  "e_lumo_ha": 0.141,
  "homo_ha": -0.1328,
  "fmax_ev_per_a": 2.9
}

# 4
{
  "formula": "C4H6N2",
  "method": "ωB97M-V/def2-TZVPD",
  "elements": ["H", "N", "C", "C", "C", "N", "C", "H", "H", "H", "H", "H"],
  "xyz": [[1.345, 1.842, -0.936], [1.960, 1.035, -0.832], [1.142, 0.436, -0.087], [-0.256, 0.686, 0.425], [-1.166, -0.230, -0.398], [-0.437, -1.409, 0.130], [0.580, -0.587, 0.753], [-0.671, 1.254, 1.251], [-1.100, -0.084, -1.488], [-2.226, -0.234, -0.122], [-0.108, -2.081, -0.550], [1.012, -0.779, 1.728]],
  "nbo_charge": [0.35, -0.55, 0.27, -0.36, -0.21, -0.59, -0.09, 0.23, 0.18, 0.19, 0.36, 0.21],
  "charge": 0,
  "relative_energy_kj_mol": 376.7,
  "e_lumo_ha": 0.035,
  "homo_ha": -0.3291,
  "fmax_ev_per_a": 1.7
}